The following is a quantum chemistry calculation of 11 unconnected molecules or ions with the total composition CH24O11 in a non-equilibrium geometry, from the Open Molecules 2025 dataset.

The geometry in XYZ format:
```
36
Properties=species:S:1:pos:R:3:forces:R:3:lowdin_charge:R:1
H -0.6081 -3.2230 2.6549 -0.999 0.570 -3.542 0.12
O -2.6921 -1.8030 -1.5591 -6.704 -15.019 7.636 0.02
H 0.8119 1.4160 -3.2971 -1.130 -2.820 1.404 0.12
H -2.5711 1.3390 -2.4111 1.136 -3.330 -2.829 0.09
H 0.3419 -0.6800 1.1349 -0.437 -1.274 -0.824 0.06
H 1.9619 0.8330 1.0459 -0.076 1.131 -1.972 0.15
H -1.6001 -0.1940 3.4199 0.923 -0.509 0.695 0.07
H 2.8479 0.3600 2.2829 0.538 -0.008 0.892 0.16
H 0.6219 3.8300 -0.2361 -3.307 -2.576 1.597 0.15
O 1.5819 -3.2550 -0.0101 0.246 -1.128 1.725 -0.01
O 0.8779 0.7380 -0.2391 5.105 1.359 -1.148 -0.39
H 0.9649 -3.1550 -0.6831 -3.126 -1.014 -1.876 0.01
H -2.6331 -1.8040 -0.4891 -0.423 -0.584 -3.723 0.12
H -3.0661 1.9230 0.0069 -0.593 -0.157 -0.777 0.06
H -1.2621 0.7370 -3.2031 -1.884 -0.668 0.083 -0.01
H -1.8511 2.5120 -0.5201 -0.620 0.138 -1.080 0.03
O -0.9921 -3.0570 1.6899 -2.290 0.095 5.786 -0.07
C 0.0229 0.2140 0.5989 -4.824 -1.055 -0.256 -0.32
H -0.0311 0.8500 1.4539 -1.371 1.234 1.119 0.04
H 3.2839 -1.1300 -1.6921 1.236 -0.624 -2.516 0.02
H 0.3769 2.2840 -0.0881 -0.250 -0.313 -0.024 -0.04
O -0.1081 3.1130 0.1669 3.493 3.071 -1.647 -0.16
O -2.2591 0.5450 -3.1381 0.328 3.728 2.745 -0.19
O 2.9539 -0.9360 -0.8591 -1.781 0.844 2.000 -0.04
H -2.3561 -1.1010 -1.6851 7.089 15.464 -3.944 -0.23
O 2.7999 1.1040 1.6779 -0.710 -0.527 -0.947 0.25
H -0.3441 -3.1520 1.0699 3.274 -0.576 -2.200 -0.08
O 0.4199 0.5160 -2.9331 1.661 2.682 0.466 -0.14
H -1.0371 0.2080 -0.0951 1.970 -0.806 2.878 0.15
H -0.2191 -0.1680 4.0599 4.270 2.875 -0.044 -0.06
O -0.9751 -0.6260 4.0479 -5.182 -2.418 -0.612 -0.01
O -2.7401 2.2140 -0.8661 1.239 0.394 1.951 -0.09
H 2.8359 2.0070 2.0489 -0.358 -0.526 0.095 0.18
H 2.0579 -2.5620 -0.4071 2.765 2.051 0.210 -0.04
H 2.1049 -0.4550 -1.0451 0.659 -0.048 0.529 0.03
H 0.4799 0.5590 -1.9031 0.134 0.341 -1.852 0.03
```
Forces are in eV/Å.

The value obtained for the gap between HOMO and LUMO is 7.7 eV. The calculation puts the total energy at -879.8740 a.u. The HOMO energy comes out at -0.344 hartree.


The following is a quantum chemistry calculation of a molecular structure, C13H19ClN2O2SSn in a non-equilibrium geometry, from the Open Molecules 2025 dataset.

The geometry in XYZ format:
```
39
Properties=species:S:1:pos:R:3:forces:R:3:lowdin_charge:R:1
C 0.4745 -1.6271 1.7103 -0.087 -2.176 4.391 0.03
C 1.8947 -0.8947 -1.1755 -0.269 0.383 -0.554 -0.18
H 2.7456 -1.2888 -0.6371 -0.024 0.083 -0.036 0.12
H 2.4368 1.2725 -1.5434 0.092 -0.119 -0.142 0.13
H 2.8600 0.6904 5.1379 -0.343 -0.122 -0.165 0.13
H 3.0838 2.2305 2.3446 0.175 -0.410 0.044 0.09
C -2.4973 -0.1282 0.3087 -4.220 -1.285 2.025 -0.15
C 2.1635 0.0940 4.5246 0.699 -0.400 0.459 -0.02
H 0.0040 1.1065 5.7493 -0.266 -0.044 -0.349 0.12
H -1.4714 3.1082 3.0118 -0.201 -0.428 0.115 0.09
H 2.8816 0.6697 1.4936 0.015 0.061 0.221 0.07
C -1.6961 2.0441 3.1758 -0.573 0.408 0.241 -0.07
H 0.2342 2.6586 -2.5165 0.186 -0.081 0.013 0.09
C 0.4974 0.5217 -2.3975 -0.342 0.465 1.062 -0.41
N 1.8093 0.8605 3.3291 -1.645 0.762 -0.466 -0.18
H -2.0827 1.6174 2.2389 0.127 0.135 0.365 0.05
C 0.6290 1.4438 3.0087 0.511 -0.598 0.805 -0.65
C 2.9576 1.1495 2.4775 0.803 0.055 0.183 -0.08
O 0.4740 -2.1444 2.7445 0.043 1.845 -3.881 0.13
Cl -3.8619 1.4624 -1.7123 0.011 0.079 -0.079 0.22
H 0.2204 1.8313 -4.0549 -0.099 -0.043 0.037 0.11
H -2.4472 1.9458 3.9618 -0.097 0.201 -0.471 0.10
Sn 0.0299 0.4592 -0.0054 1.314 0.153 -1.595 1.22
H -1.7054 0.9360 5.2960 0.437 -0.265 0.218 0.10
H -0.5934 -0.4008 4.9543 -0.057 0.390 -0.062 0.10
N -0.5252 1.3246 3.6814 1.043 0.149 -0.579 -0.16
H 3.8081 0.7320 3.0201 0.102 0.211 -0.391 0.11
C -0.0925 1.7412 -3.0098 -0.103 0.541 -0.587 -0.04
S 0.6239 2.4788 1.5773 -0.161 -0.346 -0.318 0.75
H 2.7291 -0.7963 4.2024 -0.359 0.257 0.111 0.11
C -0.6807 0.6953 4.9940 -0.610 -0.174 0.568 -0.01
O -3.4660 -0.4220 0.8586 3.273 0.906 -1.810 0.12
C -0.0874 -0.7799 -2.3354 -0.464 -0.396 0.490 -0.10
C 0.7671 -1.6414 -1.6126 0.128 0.320 0.003 -0.14
H -1.1876 1.7544 -2.9789 0.214 -0.263 -0.126 0.05
C 1.7476 0.4473 -1.6701 0.092 -0.336 0.618 -0.18
H -1.0667 -1.0127 -2.7509 0.344 -0.097 -0.007 0.14
H 0.6080 -2.6961 -1.4223 -0.068 0.156 -0.026 0.13
H 1.3214 -0.2126 5.1353 0.375 0.025 -0.324 0.06
```
Forces are in eV/Å.

The value obtained for the gap between HOMO and LUMO (spin up / spin down) is 5.8 / 5.5 eV. The calculation puts the total energy at -1838.6670 a.u. The HOMO energy (spin up / spin down) comes out at -0.571 / -0.570 hartree. The net charge is +2.


The following is a quantum chemistry calculation of a single C2HCl2FS molecule in a non-equilibrium geometry, from the Open Molecules 2025 dataset.

The geometry in XYZ format:
```
7
Properties=species:S:1:pos:R:3:forces:R:3:lowdin_charge:R:1
C -0.2197 -0.6481 0.6535 3.671 0.466 -0.103 -0.77
Cl 0.3882 1.9281 0.1489 -0.423 -0.343 -0.164 0.61
Cl -0.9783 0.2226 -1.8463 -0.152 0.034 -0.061 0.68
C 0.1814 0.2606 -0.5472 -0.278 0.735 0.754 -1.29
S -1.5032 -0.7031 1.5310 -1.869 -0.050 0.234 0.77
F 1.4115 0.0086 -1.0477 -0.284 -0.887 0.201 -0.07
H 0.7201 -1.0689 1.1079 -0.664 0.045 -0.860 0.07
```
Forces are in eV/Å.

The value obtained for the gap between HOMO and LUMO is 8.4 eV. The calculation puts the total energy at -1495.2006 a.u. The HOMO energy comes out at -0.352 hartree.